Entry 1:
Here is a molecular structure, C36H100N8O12 from the Open Molecules 2025 dataset. Energies are from ωB97M-V with the def2-TZVPD basis set.

Each line ends with the Mulliken charge.
Cartesian coordinates (Å):
1 C 2.404 0.113 -0.281  -1.62
2 C 1.099 -0.537 -0.627  -0.27
3 C -0.182 -0.008 0.199  0.84
4 O -1.361 -0.652 -0.284  0.79
5 C -2.598 -0.346 0.369  1.00
6 N 0.947 -0.396 -2.091  0.08
7 H 2.567 -0.006 0.790  0.77
8 H 2.443 1.135 -0.660  0.03
9 H 3.161 -0.365 -0.903  0.63
10 H 1.170 -1.583 -0.330  0.48
11 H -0.274 1.078 0.211  -0.08
12 H 0.060 -0.188 1.247  -0.66
13 H -2.609 0.743 0.410  -0.77
14 H -2.554 -0.769 1.373  -1.62
15 H -3.514 -0.602 -0.164  0.10
16 H 0.072 -0.823 -2.359  0.82
17 H 0.721 0.585 -2.172  -0.22
18 C 1.926 3.208 0.598  -0.47
19 C 1.513 3.368 -0.871  1.67
20 C -0.004 3.664 -1.064  -2.23
21 O -0.717 2.489 -0.691  1.48
22 C -2.082 2.677 -0.697  -1.81
23 N 2.392 4.382 -1.382  -1.10
24 H 1.158 2.683 1.165  -0.52
25 H 2.007 4.127 1.179  0.64
26 H 2.839 2.616 0.668  -0.11
27 H 1.755 2.492 -1.474  0.52
28 H -0.235 4.024 -2.067  0.31
29 H -0.201 4.525 -0.425  0.42
30 H -2.326 2.618 -1.758  0.68
31 H -2.294 3.689 -0.350  0.71
32 H -2.513 1.793 -0.229  -1.57
33 H 2.163 4.533 -2.354  0.51
34 H 3.271 3.885 -1.389  0.87
35 C 3.676 -0.521 1.486  0.21
36 C 4.773 -1.479 1.967  -0.24
37 C 4.163 -2.928 2.361  -1.04
38 O 3.151 -2.926 3.411  -0.27
39 C 3.764 -2.437 4.597  -0.80
40 N 5.605 -1.706 0.804  -0.93
41 H 2.810 -0.535 2.149  -0.71
42 H 3.294 -0.798 0.504  -0.05
43 H 4.006 0.518 1.485  0.94
44 H 5.298 -1.132 2.857  0.53
45 H 4.951 -3.645 2.592  0.46
46 H 3.600 -3.337 1.522  0.29
47 H 3.104 -2.515 5.461  0.31
48 H 4.048 -1.389 4.698  0.29
49 H 4.578 -3.101 4.886  0.33
50 H 5.788 -0.771 0.470  0.43
51 H 4.918 -2.028 0.138  0.38
52 C -1.317 -0.082 4.672  -1.30
53 C -1.787 -1.128 3.620  1.60
54 C -2.432 -2.385 4.256  -1.53
55 O -2.886 -3.228 3.162  -0.10
56 C -3.575 -4.407 3.536  -0.88
57 N -2.856 -0.341 3.021  -0.94
58 H -1.002 0.857 4.217  0.71
59 H -0.396 -0.398 5.162  0.30
60 H -2.090 0.075 5.424  0.46
61 H -1.073 -1.419 2.849  -0.05
62 H -3.277 -2.128 4.896  0.55
63 H -1.705 -2.854 4.918  0.45
64 H -2.835 -5.173 3.769  0.31
65 H -4.255 -4.735 2.750  0.30
66 H -4.172 -4.282 4.440  0.39
67 H -3.271 -0.915 2.301  0.88
68 H -2.332 0.410 2.594  0.21
69 C -4.891 1.847 -0.154  -1.23
70 C -4.812 0.345 -0.263  1.02
71 C -6.135 -0.360 -0.312  -1.98
72 O -5.824 -1.713 -0.670  -0.19
73 C -6.724 -2.359 -1.646  -0.95
74 N -4.027 0.096 -1.484  -0.90
75 H -5.322 2.336 -1.028  0.36
76 H -3.896 2.217 0.091  0.34
77 H -5.398 2.075 0.783  0.51
78 H -4.180 -0.025 0.545  0.05
79 H -6.795 -0.002 -1.103  0.50
80 H -6.713 -0.426 0.610  0.33
81 H -6.753 -1.749 -2.549  0.38
82 H -7.733 -2.491 -1.255  0.33
83 H -6.480 -3.387 -1.917  0.25
84 H -3.788 -0.883 -1.421  -0.57
85 H -4.585 0.179 -2.322  0.50
86 C 5.503 3.077 -1.482  -1.83
87 C 4.121 2.837 -2.071  0.66
88 C 4.268 2.455 -3.552  -1.85
89 O 5.296 1.587 -3.956  -0.33
90 C 5.806 1.814 -5.269  -0.91
91 N 3.489 1.897 -1.204  0.26
92 H 6.086 2.213 -1.799  0.42
93 H 5.535 3.160 -0.396  0.31
94 H 5.842 4.033 -1.881  0.41
95 H 3.482 3.713 -1.960  -0.30
96 H 4.359 3.450 -3.989  0.60
97 H 3.298 2.022 -3.796  0.55
98 H 6.606 1.098 -5.456  0.30
99 H 6.130 2.827 -5.509  0.32
100 H 5.056 1.501 -5.995  0.32
101 H 4.112 1.114 -1.066  0.48
102 H 2.630 1.463 -1.508  0.49
103 C 2.047 0.826 2.189  -0.60
104 C 1.739 1.784 3.308  -0.26
105 C 0.192 1.962 3.517  -0.54
106 O -0.335 2.700 2.395  -0.38
107 C -1.719 2.391 2.151  -0.54
108 N 2.214 1.264 4.624  -0.78
109 H 1.505 1.082 1.279  -0.83
110 H 1.748 -0.214 2.319  0.99
111 H 3.080 0.781 1.844  -0.99
112 H 2.204 2.738 3.061  0.45
113 H -0.086 2.509 4.417  0.86
114 H -0.197 0.951 3.643  -0.82
115 H -2.131 2.996 1.343  0.38
116 H -2.261 2.712 3.040  0.46
117 H -2.098 1.374 2.051  0.70
118 H 2.085 0.262 4.628  0.13
119 H 1.505 1.518 5.296  0.43
120 C -3.687 -2.230 -2.344  -0.82
121 C -2.522 -2.711 -1.376  1.33
122 C -2.115 -4.254 -1.520  -0.95
123 O -2.964 -5.090 -0.685  -0.48
124 C -2.578 -5.176 0.714  -0.04
125 N -1.333 -1.976 -1.783  0.59
126 H -3.432 -2.179 -3.403  0.17
127 H -4.180 -1.307 -2.037  0.08
128 H -4.329 -3.110 -2.373  0.67
129 H -2.807 -2.528 -0.340  -0.61
130 H -1.044 -4.343 -1.343  0.42
131 H -2.282 -4.555 -2.554  0.39
132 H -3.086 -4.333 1.183  -0.32
133 H -1.489 -5.149 0.734  0.26
134 H -2.896 -6.106 1.186  0.37
135 H -1.355 -0.989 -1.568  -3.32
136 H -0.496 -2.350 -1.357  0.45
137 C 2.554 0.129 -3.470  -0.92
138 C 2.704 -1.432 -3.263  -0.66
139 O 3.893 -1.675 -2.519  -0.63
140 O 2.403 0.774 -2.220  0.40
141 H 1.667 0.283 -4.084  -0.04
142 H 3.466 0.558 -3.885  1.14
143 H 2.875 -1.980 -4.190  0.54
144 H 1.917 -1.958 -2.722  0.10
145 H 4.640 -1.168 -2.846  0.32
146 H 1.656 0.384 -1.761  0.60
147 C -1.849 0.348 -2.485  1.26
148 C -2.697 1.489 -2.936  -2.05
149 O -3.597 1.899 -1.910  -0.26
150 O -0.758 0.054 -3.346  -0.61
151 H -2.446 -0.529 -2.232  0.36
152 H -1.478 0.681 -1.516  0.34
153 H -3.239 1.209 -3.839  0.47
154 H -2.030 2.321 -3.165  0.56
155 H -4.296 1.250 -1.801  1.28
156 H -0.324 0.864 -3.624  0.51

## Properties
E_HOMO	-6.463	eV
HOMO-LUMO gap	6.83	eV
energy relative to the best compared isomer or geometry (same formula, charge and spin)	62.893	eV


Entry 2:
Here is 7 unconnected molecules or ions with the total composition C28H68ClO24PS6 from the Open Molecules 2025 dataset. Energies are from ωB97M-V with the def2-TZVPD basis set.

Each line ends with the Mulliken charge.
Cartesian coordinates (Å):
1 C -0.423 0.817 4.484  -0.72
2 O -1.312 0.759 3.365  -0.38
3 C -2.127 1.905 3.197  -1.56
4 C -1.985 2.627 1.830  1.84
5 C -3.312 3.427 1.597  -1.05
6 C -3.303 4.651 2.600  0.15
7 C -3.995 4.367 3.960  -0.85
8 O -4.568 5.212 2.880  -0.57
9 O -0.953 3.605 1.765  -0.33
10 C 0.299 3.150 2.253  0.16
11 C 1.418 4.020 1.605  -1.19
12 C 2.192 4.884 2.655  -0.66
13 C 3.645 4.331 2.783  -0.47
14 Cl 4.257 4.336 4.476  -0.22
15 P -1.807 1.509 0.335  0.65
16 O -2.946 1.666 -0.573  -0.81
17 O -0.497 1.982 -0.544  -0.56
18 O -1.680 -0.083 0.665  -0.37
19 H 0.557 0.446 4.126  0.24
20 H -0.238 1.820 4.890  0.35
21 H -0.750 0.081 5.271  0.19
22 H -3.183 1.586 3.299  0.39
23 H -1.991 2.671 3.982  0.53
24 H -4.198 2.852 1.884  0.37
25 H -3.359 3.872 0.598  0.43
26 H -2.414 5.295 2.613  0.50
27 H -4.564 3.447 4.075  0.27
28 H -3.703 5.058 4.749  0.42
29 H 0.386 3.213 3.350  0.15
30 H 0.505 2.090 1.987  0.08
31 H 2.065 3.392 0.975  0.43
32 H 0.908 4.722 0.925  0.29
33 H 1.662 4.928 3.614  0.47
34 H 2.240 5.904 2.248  0.32
35 H 4.295 4.963 2.165  0.36
36 H 3.693 3.317 2.369  0.27
37 H 0.300 1.594 -0.137  0.33
38 H -0.770 -0.278 0.965  0.21
39 O 1.651 -1.207 0.213  -0.71
40 S 1.042 -1.958 -0.858  1.23
41 O 0.344 -3.177 -0.601  -0.61
42 O 2.132 -2.214 -1.996  -0.23
43 C 3.378 -2.831 -1.626  -0.42
44 C 3.234 -4.328 -1.434  -0.74
45 C 0.005 -0.879 -1.772  -0.09
46 H 3.788 -2.354 -0.733  0.33
47 H 4.070 -2.635 -2.443  0.30
48 H 2.616 -4.556 -0.565  0.36
49 H 4.211 -4.789 -1.285  0.41
50 H 2.754 -4.782 -2.302  -0.01
51 H 0.556 0.029 -2.000  0.33
52 H -0.858 -0.654 -1.146  -0.48
53 H -0.314 -1.378 -2.684  0.50
54 O -2.367 8.061 1.344  -0.60
55 S -3.528 8.663 0.756  1.22
56 O -3.421 9.519 -0.386  -0.62
57 O -4.346 9.428 1.898  -0.28
58 C -3.647 10.389 2.703  -0.33
59 C -3.443 11.702 1.972  -1.00
60 C -4.725 7.414 0.427  -0.79
61 H -2.696 9.977 3.049  0.31
62 H -4.265 10.557 3.585  0.28
63 H -2.755 11.583 1.135  0.30
64 H -3.031 12.454 2.646  0.39
65 H -4.387 12.067 1.566  0.26
66 H -4.838 6.796 1.316  0.14
67 H -4.361 6.816 -0.406  0.39
68 H -5.666 7.889 0.161  0.39
69 O -1.234 -0.240 7.502  -0.66
70 S -2.646 -0.286 7.756  1.26
71 O -3.380 0.879 8.144  -0.64
72 O -2.947 -1.460 8.794  -0.25
73 C -2.233 -1.462 10.043  -0.33
74 C -2.800 -0.452 11.022  -0.98
75 C -3.448 -1.015 6.364  -0.78
76 H -1.168 -1.292 9.873  0.31
77 H -2.338 -2.465 10.454  0.28
78 H -2.629 0.568 10.679  0.29
79 H -2.330 -0.564 12.000  0.39
80 H -3.878 -0.582 11.128  0.26
81 H -2.922 -1.927 6.091  0.31
82 H -3.407 -0.297 5.546  0.14
83 H -4.483 -1.225 6.626  0.42
84 O -2.891 -4.585 -2.081  -0.61
85 S -4.048 -4.052 -2.736  1.30
86 O -3.934 -3.259 -3.921  -0.63
87 O -4.927 -3.265 -1.664  -0.29
88 C -4.261 -2.239 -0.899  -0.38
89 C -4.078 -0.962 -1.693  -0.57
90 C -5.189 -5.361 -3.044  -1.01
91 H -3.307 -2.612 -0.522  0.30
92 H -4.894 -2.038 -0.035  0.28
93 H -3.377 -1.107 -2.517  0.21
94 H -3.685 -0.168 -1.054  0.11
95 H -5.026 -0.639 -2.128  0.37
96 H -5.315 -5.940 -2.132  0.31
97 H -4.771 -5.984 -3.832  0.38
98 H -6.135 -4.933 -3.367  0.34
99 O 3.248 -6.691 -7.185  -0.68
100 S 3.193 -5.341 -6.713  1.24
101 O 3.800 -4.956 -5.472  -0.50
102 O 1.677 -4.845 -6.728  -0.28
103 C 0.696 -5.639 -6.035  -0.49
104 C 0.754 -5.427 -4.536  -0.86
105 C 3.781 -4.267 -7.983  -0.87
106 H 0.811 -6.694 -6.291  0.36
107 H -0.276 -5.321 -6.410  0.29
108 H 1.682 -5.820 -4.120  0.22
109 H -0.078 -5.933 -4.044  0.44
110 H 0.715 -4.364 -4.294  0.22
111 H 3.289 -4.525 -8.917  0.34
112 H 4.856 -4.414 -8.070  0.25
113 H 3.567 -3.239 -7.700  0.31
114 O 8.658 -4.874 -8.626  -0.64
115 S 9.424 -5.441 -7.557  1.25
116 O 9.757 -6.832 -7.538  -0.61
117 O 8.736 -5.052 -6.169  -0.30
118 C 7.342 -5.363 -5.995  0.02
119 C 7.124 -6.832 -5.694  -1.04
120 C 10.900 -4.501 -7.339  -0.94
121 H 6.771 -5.052 -6.872  0.05
122 H 6.993 -4.768 -5.153  0.21
123 H 7.379 -7.452 -6.553  0.29
124 H 6.079 -7.016 -5.440  0.37
125 H 7.755 -7.152 -4.864  0.32
126 H 10.642 -3.445 -7.307  0.31
127 H 11.549 -4.706 -8.188  0.37
128 H 11.381 -4.814 -6.416  0.32

## Properties
SMILES	COC[C@@](C[C@@H]1CO1)(OCCCCCl)P(=O)(O)O.CCOS(C)(=O)=O.CCOS(C)(=O)=O.CCOS(C)(=O)=O.CCOS(C)(=O)=O.CCOS(C)(=O)=O.CCOS(C)(=O)=O
E_HOMO	-10.138	eV
HOMO-LUMO gap	10.37	eV


Entry 3:
Here is 2 unconnected molecules or ions with the total composition C3H9NS from the Open Molecules 2025 dataset. Energies are from ωB97M-V with the def2-TZVPD basis set.

Each line ends with the Mulliken charge.
Cartesian coordinates (Å):
1 C -0.514 -2.661 -3.206  -0.20
2 N 0.327 -1.883 -2.698  -0.52
3 H -0.200 -3.384 -3.960  0.24
4 H -1.553 -2.747 -2.882  0.20
5 H -0.046 -1.228 -2.015  0.28
6 C 0.269 -0.362 1.791  -0.84
7 S -0.012 1.093 0.769  -0.03
8 C -0.006 2.375 2.065  -0.83
9 H 0.271 -1.225 1.122  0.27
10 H -0.541 -0.491 2.499  0.30
11 H 1.243 -0.384 2.287  0.30
12 H 0.367 3.272 1.598  0.30
13 H -1.028 2.608 2.361  0.28
14 H 0.497 2.008 2.950  0.26

## Properties
SMILES	C=N.CSC
E_HOMO	-8.550	eV
HOMO-LUMO gap	9.54	eV
energy relative to the best compared isomer or geometry (same formula, charge and spin)	1.244	eV


Entry 4:
Here is 2 unconnected molecules or ions with the total composition C2H7NO from the Open Molecules 2025 dataset. Energies are from ωB97M-V with the def2-TZVPD basis set.

Each line ends with the Mulliken charge.
Cartesian coordinates (Å):
1 C 2.665 0.087 -0.103  -0.92
2 H 2.515 1.090 -0.340  0.24
3 H 1.766 -0.494 -0.350  0.20
4 H 3.521 -0.372 -0.665  0.24
5 H 2.858 -0.001 0.954  0.24
6 C -2.335 0.194 -0.442  0.07
7 N -1.778 -0.191 0.692  -0.37
8 O -2.647 -0.462 -1.457  -0.54
9 H -2.642 1.239 -0.390  0.33
10 H -2.117 0.086 1.560  0.26
11 H -1.807 -1.176 0.541  0.26

## Properties
SMILES	NC=O.C
E_HOMO	-10.165	eV
HOMO-LUMO gap	11.02	eV
energy relative to the best compared isomer or geometry (same formula, charge and spin)	0.607	eV